Record 1
ORCA calculation (wB97M-V/def2-TZVPD) on a cluster of 2 separate species, C3H8O in total in a non-equilibrium geometry.

Relative energy (zero: lowest compared OMol25 entry of this formula, charge and spin) ... 197.0 kJ/mol
HOMO energy ... -8.9205 eV
SMILES string ... C=CC.O
Lowest unoccupied orbital energy ... 1.112 eV
Molecular weight ... 60.1 g mol⁻¹
Orbital gap ... 10.0 eV

The geometry in ORCA input format:
```
! RIJCOSX wB97M-V def2-TZVPD def2/J DEFGRID3
* xyz 0 1
C 2.0954 -1.9747 -0.0551
C 1.2525 -1.9430 -1.2568
C 0.4175 -0.9691 -1.6227
H 2.2329 -2.9141 0.4923
H 3.1658 -1.8068 -0.2766
H 1.8768 -1.1421 0.6329
H 0.9213 -2.9140 -1.6385
H 0.3397 -0.6651 -2.6569
H 0.2341 -0.1725 -0.9078
H -4.8417 4.4687 2.1089
H -3.4999 5.3056 2.4160
O -4.1945 4.7270 2.7644
*
```

Mulliken population analysis, charges in e, atoms 1 to 5:
1 C -0.9114
2 C 0.0473
3 C -0.7496
4 H 0.2982
5 H 0.2542

***

Record 2
ORCA calculation (wB97M-V/def2-TZVPD) on a cluster of 2 separate species, C3H8O in total in a non-equilibrium geometry.

Relative energy (zero: lowest compared OMol25 entry of this formula, charge and spin) ... 159.6 kJ/mol
HOMO energy ... -9.4757 eV
SMILES string ... C=CC.O
Lowest unoccupied orbital energy ... 1.023 eV
Molecular weight ... 60.1 g mol⁻¹
Orbital gap ... 10.5 eV

The geometry in ORCA input format:
```
! RIJCOSX wB97M-V def2-TZVPD def2/J DEFGRID3
* xyz 0 1
C -2.2864 0.9332 -0.5848
C -1.4641 0.3527 0.2844
C 0.0000 0.0000 0.0000
H -3.3311 1.1703 -0.3532
H -1.9194 1.1758 -1.5886
H -1.9495 0.1568 1.2496
H 0.3014 0.1989 -1.0422
H 0.1228 -1.0773 0.2022
H 0.6685 0.5627 0.6731
O -1.3918 -2.0535 -0.8940
H -2.0092 -2.6354 -0.3955
H -0.8505 -1.6137 -0.1998
*
```

Mulliken population analysis, charges in e, atoms 1 to 5:
1 C -0.6598
2 C -0.0747
3 C -0.8611
4 H 0.2550
5 H 0.2157

***

Record 3
ORCA calculation (wB97M-V/def2-TZVPD) on an isolated molecule of C3H8O2 in a non-equilibrium geometry.

Relative energy (zero: lowest compared OMol25 entry of this formula, charge and spin) ... 133.4 kJ/mol
HOMO energy ... -10.1147 eV
SMILES string ... OCCCO
Lowest unoccupied orbital energy ... 0.776 eV
Molecular weight ... 76.1 g mol⁻¹
Orbital gap ... 10.9 eV

The geometry in ORCA input format:
```
! RIJCOSX wB97M-V def2-TZVPD def2/J DEFGRID3
* xyz 0 1
O 1.6191 0.0550 -0.4077
C 0.4718 0.6976 -0.9537
C -0.7484 -0.0650 -0.4375
C -0.8160 -0.2253 1.0795
O -0.1844 -1.4961 1.3020
H 2.3926 0.6012 -0.5860
H 0.4870 0.6669 -2.0546
H 0.4817 1.7685 -0.6688
H -0.6026 -1.1494 -0.4828
H -1.6701 0.2750 -0.9366
H -0.3310 0.5698 1.6620
H -1.8599 -0.3305 1.4091
H 0.7644 -1.3847 1.1109
*
```

Mulliken population analysis, charges in e, atoms 1 to 5:
1 O -0.5165
2 C -0.3487
3 C -0.6122
4 C -0.3789
5 O -0.5648

***

Record 4
ORCA calculation (wB97M-V/def2-TZVPD) on a cluster of 2 separate species, C3H8O2 in total in a non-equilibrium geometry.

Relative energy (zero: lowest compared OMol25 entry of this formula, charge and spin) ... 97.0 kJ/mol
HOMO energy ... -9.9177 eV
SMILES string ... CCC=O.O
Lowest unoccupied orbital energy ... 0.909 eV
Molecular weight ... 76.1 g mol⁻¹
Orbital gap ... 10.8 eV

The geometry in ORCA input format:
```
! RIJCOSX wB97M-V def2-TZVPD def2/J DEFGRID3
* xyz 0 1
O 0.4631 0.2835 -1.7378
C -0.0071 1.0740 -0.9598
C -0.9191 0.6784 0.1739
C -1.1180 -0.8327 0.3160
H 0.3611 2.1062 -1.0498
H -0.4371 1.0791 1.0671
H -1.8913 1.1713 0.1511
H -0.6245 -1.2728 1.1774
H -2.1702 -1.0938 0.1784
H -0.7209 -1.3778 -0.5524
H 1.7524 -0.8041 -0.1256
H 3.0771 -0.6951 0.8365
O 2.2344 -0.3159 0.5249
*
```

Mulliken population analysis, charges in e, atoms 1 to 5:
1 O -0.4873
2 C -0.0637
3 C -0.3288
4 C -1.0898
5 H 0.3603

***

Record 5
ORCA calculation (wB97M-V/def2-TZVPD) on a cluster of 2 separate species, C3H8O2 in total in a non-equilibrium geometry.

Relative energy (zero: lowest compared OMol25 entry of this formula, charge and spin) ... 297.9 kJ/mol
HOMO energy ... -9.0188 eV
SMILES string ... C/C=C/O.O
Lowest unoccupied orbital energy ... 0.732 eV
Molecular weight ... 76.1 g mol⁻¹
Orbital gap ... 9.8 eV

The geometry in ORCA input format:
```
! RIJCOSX wB97M-V def2-TZVPD def2/J DEFGRID3
* xyz 0 1
C 1.7512 -0.3967 0.9715
C 0.7377 -0.4543 -0.1869
C -0.4332 -1.1996 -0.1772
O -1.5426 -0.5168 -0.5951
H 2.7928 -0.3779 0.6342
H 1.7904 -1.3437 1.5045
H 1.6987 0.4197 1.6765
H 0.7940 0.3448 -0.9740
H -0.8210 -1.8522 0.5469
H -1.7573 -1.2868 -1.2561
H -2.0422 1.7042 -0.1423
H -1.0447 2.6496 -1.0370
O -1.9239 2.3097 -0.9650
*
```

Mulliken population analysis, charges in e, atoms 1 to 5:
1 C -1.0377
2 C -0.0817
3 C -0.3303
4 O -0.3805
5 H 0.3130

***

Record 6
ORCA calculation (wB97M-V/def2-TZVPD) on an isolated molecule of C3H8O2 in a non-equilibrium geometry.

Relative energy (zero: lowest compared OMol25 entry of this formula, charge and spin) ... 162.6 kJ/mol
HOMO energy ... -9.8975 eV
SMILES string ... C[C@@H](O)CO
Lowest unoccupied orbital energy ... 0.767 eV
Molecular weight ... 76.1 g mol⁻¹
Orbital gap ... 10.7 eV

The geometry in ORCA input format:
```
! RIJCOSX wB97M-V def2-TZVPD def2/J DEFGRID3
* xyz 0 1
C -0.9906 1.2295 -0.1633
C -0.5476 -0.1532 0.4499
C 0.9501 -0.1421 0.6000
H -0.5917 2.0108 0.5108
H -0.4534 1.3176 -1.1362
H -2.0811 1.3831 -0.1408
H -0.9012 -0.2230 1.5216
H -1.6385 -1.5278 0.0741
H 1.0577 0.4309 1.4990
H 1.2426 -1.1307 0.9581
H 1.4704 -0.5200 -0.9936
O -0.9798 -1.1121 -0.4445
O 1.6578 0.1939 -0.5071
*
```

Mulliken population analysis, charges in e, atoms 1 to 5:
1 C -1.0771
2 C 0.1866
3 C -0.8143
4 H 0.3128
5 H 0.2852

***

Record 7
ORCA calculation (wB97M-V/def2-TZVPD) on a cluster of 2 separate species, C3H8O2 in total in a non-equilibrium geometry.

Relative energy (zero: lowest compared OMol25 entry of this formula, charge and spin) ... 201.8 kJ/mol
HOMO energy ... -9.1881 eV
SMILES string ... C/C=C/O.O
Lowest unoccupied orbital energy ... 0.795 eV
Molecular weight ... 76.1 g mol⁻¹
Orbital gap ... 10.0 eV

The geometry in ORCA input format:
```
! RIJCOSX wB97M-V def2-TZVPD def2/J DEFGRID3
* xyz 0 1
C 0.9618 0.1830 -3.9011
C 0.4930 0.2489 -2.3949
C 0.6215 -0.7680 -1.5920
O 0.5716 -0.8879 -0.1764
H 1.3270 1.0608 -4.3908
H 1.6237 -0.6629 -4.0337
H 0.0700 0.0740 -4.5283
H 0.1912 1.1840 -2.1614
H 1.0900 -1.6388 -1.9882
H 0.6653 0.0335 0.1142
H -1.4343 0.9612 7.0356
H -2.2886 1.1042 5.7497
O -2.2844 0.8755 6.6178
*
```

Mulliken population analysis, charges in e, atoms 1 to 5:
1 C -1.0811
2 C -0.1320
3 C -0.1658
4 O -0.4737
5 H 0.3366

***

Record 8
ORCA calculation (wB97M-V/def2-TZVPD) on a cluster of 2 separate species, C3H8O2 in total.

Relative energy (zero: lowest compared OMol25 entry of this formula, charge and spin) ... 149.4 kJ/mol
HOMO energy ... -9.2711 eV
SMILES string ... C=COC.O
Lowest unoccupied orbital energy ... 1.010 eV
Molecular weight ... 76.1 g mol⁻¹
Orbital gap ... 10.3 eV

The geometry in ORCA input format:
```
! RIJCOSX wB97M-V def2-TZVPD def2/J DEFGRID3
* xyz 0 1
C -1.3042 -0.7608 -0.9126
O -0.8864 -0.0554 0.2472
C -0.0365 0.9715 0.0142
C 0.7964 1.4340 0.9437
O 1.7498 -1.5915 0.0524
H -2.1633 -1.3665 -0.6200
H -1.6095 -0.0655 -1.7058
H -0.4940 -1.4047 -1.2715
H 1.9784 -0.6532 0.0487
H -0.1029 1.4161 -0.9817
H 1.4141 2.3005 0.7418
H 0.8422 0.9829 1.9302
H 1.0772 -1.6350 0.7437
*
```

Mulliken population analysis, charges in e, atoms 1 to 5:
1 C -0.6555
2 O -0.3156
3 C 0.0733
4 C -0.7489
5 O -0.6541

***

Record 9
ORCA calculation (wB97M-V/def2-TZVPD) on an isolated molecule of C3H8O2 in a non-equilibrium geometry.

Relative energy (zero: lowest compared OMol25 entry of this formula, charge and spin) ... 97.2 kJ/mol
HOMO energy ... -9.9731 eV
SMILES string ... OCCCO
Lowest unoccupied orbital energy ... 0.850 eV
Molecular weight ... 76.1 g mol⁻¹
Orbital gap ... 10.8 eV

The geometry in ORCA input format:
```
! RIJCOSX wB97M-V def2-TZVPD def2/J DEFGRID3
* xyz 0 1
C -1.0025 -0.2738 0.3989
C -0.0349 0.7241 -0.2655
C 1.3935 0.5235 0.1882
H -2.3356 -0.6028 -0.9824
H -0.5693 -1.2782 0.3420
H -1.0807 -0.0101 1.4699
H -0.3778 1.7366 -0.0272
H -0.0846 0.5804 -1.3418
H 1.5061 0.7325 1.2659
H 2.0462 1.2346 -0.3020
H 2.7894 -0.8535 -0.1187
O -2.2956 -0.1427 -0.0974
O 1.7919 -0.7801 -0.1821
*
```

Mulliken population analysis, charges in e, atoms 1 to 5:
1 C -0.5652
2 C -0.4306
3 C -0.4143
4 H 0.3280
5 H 0.3191